# 1
{"formula": "C12H11NOS", "method": "ωB97M-V/def2-TZVPD", "homo_energy_ev": -8.117, "molar_mass_g_mol": 217.293, "elements": ["H", "H", "H", "H", "H", "C", "N", "H", "H", "C", "H", "C", "C", "C", "C", "C", "H", "C", "H", "C", "C", "C", "O", "S", "C", "H"], "coordinates": [[-2.84, 2.89, 0.57], [1.05, -0.86, 1.44], [3.21, 0.13, -0.51], [0.83, 0.09, -3.33], [-1.16, 2.40, -1.21], [-2.66, -0.46, 0.97], [-0.12, -1.60, -1.72], [2.59, 1.73, 1.39], [-3.79, 0.95, 1.87], [-0.25, -0.32, -1.74], [1.79, 2.32, -0.14], [1.87, -1.01, 0.72], [2.38, 0.14, 0.14], [1.92, 1.47, 0.61], [-1.16, 0.27, -0.80], [-2.67, 1.85, 0.20], [-3.02, -1.15, 1.65], [-1.65, 1.60, -0.74], [0.88, 1.38, 0.96], [-3.14, 0.84, 1.07], [2.87, -3.38, 0.57], [-1.74, -0.75, 0.02], [0.21, 0.46, -2.65], [-0.96, -2.28, -0.47], [2.36, -2.30, 0.42], [3.21, -4.39, 0.71]]}

---

# 2
{"formula": "C2H9N3O", "method": "ωB97M-V/def2-TZVPD", "homo_energy_ev": -9.649, "smiles": "[H]/N=C(\\N)NC.O", "molar_mass_g_mol": 91.114, "elements": ["H", "H", "O", "N", "C", "H", "H", "H", "H", "N", "H", "C", "H", "H", "N"], "coordinates": [[0.11, 1.33, 1.37], [-2.13, 0.43, 1.21], [1.41, -2.83, -0.10], [0.00, 0.43, 0.82], [-0.12, 0.93, -0.53], [-1.37, -0.92, 0.44], [0.96, -2.73, 0.75], [-1.18, 1.73, -1.93], [-1.11, -0.81, 2.21], [1.09, 0.94, -1.20], [1.67, -1.91, -0.25], [-1.24, -0.19, 1.27], [1.97, 1.26, -0.80], [1.18, 1.16, -2.17], [-1.24, 1.20, -1.07]]}

---

# 3
{"formula": "C7H13N2O3", "method": "ωB97M-V/def2-TZVPD", "homo_energy_ev": -13.521, "smiles": "COC1=C(C)C(=O)N[C@@H](O)[N@H+]1C", "molar_mass_g_mol": 173.192, "total_charge": 1, "elements": ["H", "O", "H", "C", "C", "H", "C", "H", "H", "H", "H", "H", "C", "O", "N", "H", "C", "H", "C", "O", "C", "H", "N", "H", "H"], "coordinates": [[-2.55, 1.90, -0.69], [3.02, -1.14, -0.47], [-2.78, -0.43, -1.38], [-0.42, 1.12, -0.18], [-1.50, 2.18, -0.23], [1.70, -0.73, 1.99], [1.06, -1.48, 1.47], [-3.39, 0.19, 0.12], [1.59, -2.43, 1.51], [-1.76, 2.46, 0.88], [2.96, 1.19, 0.07], [-1.14, 3.11, -0.69], [-0.52, -0.23, 0.04], [1.10, 2.80, 0.28], [0.71, -1.20, 0.06], [-3.47, -1.53, -0.16], [0.92, 1.66, -0.11], [0.06, -1.34, 1.93], [1.84, -0.52, -0.78], [-1.59, -1.02, 0.21], [-2.87, -0.69, -0.34], [0.46, -2.02, -0.51], [2.03, 0.84, -0.36], [3.09, -2.04, -0.98], [1.45, -0.63, -1.69]]}

---

# 4
{"formula": "C4H6S", "method": "ωB97M-V/def2-TZVPD", "homo_energy_ev": -7.314, "molar_mass_g_mol": 86.159, "elements": ["H", "H", "S", "C", "H", "H", "C", "H", "C", "H", "C"], "coordinates": [[1.23, 2.13, 1.11], [-0.18, 2.08, 2.19], [-1.88, -0.84, 0.93], [-0.40, 0.18, 0.60], [-0.57, -2.12, -2.09], [1.12, 0.70, 2.32], [0.68, 1.53, 1.78], [1.01, -1.26, -1.76], [-0.13, -1.13, -1.83], [-0.38, -0.62, -2.82], [-0.50, -0.64, -0.43]]}

---

# 5
{"formula": "C29H29Cl3N9OOsS2Si", "method": "ωB97M-V/def2-TZVPD", "homo_energy_ev": [-13.534, -13.487], "molar_mass_g_mol": 908.422, "total_charge": 2, "spin_multiplicity": 2, "elements": ["H", "C", "C", "O", "H", "Cl", "H", "C", "H", "C", "H", "C", "H", "H", "H", "N", "H", "S", "H", "H", "N", "H", "C", "H", "H", "H", "C", "H", "Si", "N", "C", "Os", "H", "Cl", "H", "C", "C", "N", "C", "H", "S", "C", "N", "H", "H", "C", "C", "C", "C", "H", "H", "Cl", "N", "C", "C", "H", "N", "C", "C", "N", "C", "C", "H", "C", "H", "C", "C", "H", "H", "C", "C", "C", "C", "N", "H"], "coordinates": [[-0.97, -1.05, -1.43], [-2.66, 1.47, 0.46], [2.10, -2.02, -1.26], [0.23, -1.48, 0.00], [-4.01, 0.47, -3.03], [-0.67, 3.43, 2.63], [-3.18, 0.03, -5.40], [-5.10, 1.48, 0.68], [6.39, 0.24, 0.06], [-3.86, 0.88, 0.86], [-0.69, 0.38, 3.33], [2.98, -3.62, 0.78], [-1.62, -1.32, 1.68], [3.29, -4.25, 1.60], [3.86, -2.56, -2.32], [1.09, 0.17, 2.32], [-2.93, -1.21, -3.64], [6.63, -1.52, 4.02], [0.21, -0.44, 5.49], [4.69, -4.02, -0.46], [1.38, -2.15, -0.14], [-1.73, 2.30, -3.32], [-1.39, 0.61, -2.40], [5.16, 1.33, -1.83], [1.12, -2.97, 1.72], [-1.76, 3.22, -0.44], [0.86, -0.38, 4.63], [2.71, 1.57, -1.70], [0.74, 2.99, 1.19], [6.46, -0.94, 2.53], [3.30, -2.68, -1.40], [0.46, 0.77, 0.39], [2.63, -1.09, 5.63], [0.70, 4.51, -0.20], [-6.02, 1.01, 1.00], [5.18, -0.62, 2.38], [-3.53, 1.24, -3.63], [-1.64, -0.65, -2.09], [-3.64, 0.98, -5.12], [-4.02, 2.18, -3.37], [0.09, 1.37, -1.80], [2.41, -0.12, 2.40], [-1.61, 0.61, 0.78], [-2.04, -2.51, -2.89], [-4.44, -2.61, -2.23], [3.75, -3.49, -0.37], [3.26, 1.11, -0.89], [-5.10, 2.72, 0.08], [2.19, -0.74, 4.70], [-3.17, 1.77, -5.69], [1.67, -1.36, -2.01], [2.56, 3.24, 2.17], [5.11, -1.41, 4.53], [0.34, 0.07, 3.42], [5.31, 0.37, 0.08], [-4.32, -1.00, -1.50], [-3.50, -0.34, 1.42], [-3.90, 3.34, -0.32], [3.21, 0.17, 1.21], [2.55, 0.70, 0.16], [4.64, 0.97, -0.96], [-2.16, -0.45, 1.34], [-4.69, 0.94, -5.41], [-2.60, -1.60, -2.68], [-3.94, 4.32, -0.77], [4.59, -0.04, 1.20], [4.41, -0.89, 3.54], [-3.40, -2.36, -0.82], [-6.03, 3.24, -0.08], [2.99, -0.60, 3.57], [-3.76, -1.90, -1.75], [1.79, -2.93, 0.87], [-2.67, 2.73, -0.14], [-2.13, 1.38, -3.18], [-4.12, -1.02, 1.83]]}

---

# 6
{"formula": "C7H8Br2Cl2", "method": "ωB97M-V/def2-TZVPD", "homo_energy_ev": [-7.810, -7.812], "molar_mass_g_mol": 322.855, "elements": ["C", "C", "Cl", "Br", "H", "Cl", "C", "C", "Br", "H", "C", "H", "H", "C", "H", "H", "H", "H", "C"], "coordinates": [[0.31, -1.55, -0.65], [-0.84, -0.56, -0.26], [2.79, -2.71, -0.96], [1.87, 2.01, -0.83], [-1.76, -1.24, -0.27], [-2.35, 0.28, 1.64], [0.18, 1.33, 1.38], [-0.66, 0.10, 1.09], [2.49, -0.40, 1.05], [-2.29, 0.44, -1.84], [-1.20, 0.37, -1.46], [-0.29, 2.25, 1.05], [0.18, 1.33, 2.51], [1.65, 1.39, 1.00], [-0.57, 0.04, -2.31], [-0.97, 1.47, -1.21], [-0.31, -0.66, 1.93], [0.16, -2.12, -1.52], [1.60, -1.77, -0.33]]}